Entry 1:
Here is one molecule with the formula C23H25ClN4O5S from OMol25. Energies are from ωB97M-V/def2-TZVPD.

Calculated values
Total energy   -63811.2935 eV
Gap between HOMO and LUMO   0.324 hartree
ΔE to the lowest compared entry with this formula, charge and spin   77.25 kcal per mole
Strongest force on any atom   0.0217 hartree/bohr
Structure (SMILES)   COc1ccc(NC(=O)c2c(C)nn(Cc3ccccc3)c2Cl)cc1S(=O)(=O)N1CCOCC1
E_LUMO   0.45 eV

Geometry as ORCA input:
```
! wB97M-V def2-TZVPD RIJCOSX def2/J DEFGRID3
* xyz 0 1
C -2.907 -2.803 1.594
O -1.787 -2.453 2.381
C -1.077 -1.325 2.189
C -0.245 -1.019 3.282
C 0.541 0.104 3.323
C 0.541 0.996 2.247
N 1.289 2.168 2.310
C 1.801 2.919 1.278
O 2.107 4.079 1.461
C 2.020 2.209 0.012
C 1.833 2.690 -1.309
C 1.223 3.981 -1.709
N 2.243 1.793 -2.182
N 2.710 0.752 -1.495
C 3.294 -0.377 -2.173
C 2.768 -1.691 -1.656
C 1.405 -1.874 -1.459
C 0.927 -3.078 -0.974
C 1.804 -4.110 -0.685
C 3.162 -3.936 -0.887
C 3.642 -2.731 -1.368
C 2.590 0.955 -0.170
Cl 3.142 -0.179 0.974
C -0.265 0.696 1.160
C -1.055 -0.446 1.106
S -1.957 -0.543 -0.452
O -2.018 -1.879 -0.970
O -1.397 0.451 -1.327
N -3.524 -0.136 0.030
C -3.683 1.253 0.424
C -3.872 2.168 -0.791
O -4.943 1.719 -1.594
C -4.709 0.407 -2.058
C -4.571 -0.566 -0.885
H -2.612 -3.158 0.606
H -3.397 -3.605 2.146
H -3.587 -1.957 1.477
H -0.257 -1.713 4.108
H 1.156 0.304 4.187
H 1.377 2.599 3.222
H 0.138 3.882 -1.747
H 1.578 4.263 -2.696
H 1.479 4.748 -0.983
H 3.044 -0.246 -3.230
H 4.385 -0.341 -2.065
H 0.710 -1.076 -1.682
H -0.136 -3.201 -0.836
H 1.430 -5.049 -0.305
H 3.852 -4.737 -0.664
H 4.704 -2.595 -1.518
H -0.293 1.352 0.306
H -2.800 1.547 0.992
H -4.565 1.310 1.071
H -4.130 3.180 -0.475
H -2.944 2.184 -1.378
H -5.565 0.146 -2.681
H -3.788 0.378 -2.659
H -4.304 -1.562 -1.239
H -5.508 -0.610 -0.321
*
```

---

Entry 2:
Here is ClH3O3SSi as an isolated structure from OMol25. Energies are from ωB97M-V/def2-TZVPD.

Calculated values
Total energy   -37428.1715 eV
Gap between HOMO and LUMO   0.380 hartree
ΔE to the lowest compared entry with this formula, charge and spin   1.20 kcal per mole
Strongest force on any atom   0.0255 hartree/bohr
E_LUMO   -1.02 eV

Geometry as ORCA input:
```
! wB97M-V def2-TZVPD RIJCOSX def2/J DEFGRID3
* xyz 0 1
O -0.404 -3.917 1.979
O -0.523 -2.839 -0.200
O -0.496 -0.288 -0.749
Si 0.113 0.434 0.532
S -1.141 -3.066 1.096
Cl -0.531 -0.714 2.163
H -0.546 1.723 0.607
H -0.506 -1.266 -0.823
H 1.564 0.432 0.638
*
```

---

Entry 3:
Here is one molecule with the formula C2H3NO2 from OMol25. Energies are from ωB97M-V/def2-TZVPD.

Calculated values
Total energy   -7703.8309 eV
Gap between HOMO and LUMO (alpha / beta)   0.326 / 0.326 hartree
ΔE to the lowest compared entry with this formula, charge and spin   92.52 kcal per mole
Strongest force on any atom   0.0734 hartree/bohr
Structure (SMILES)   O=CCN=O
E_LUMO (alpha / beta)   -0.45 / -0.46 eV

Geometry as ORCA input:
```
! wB97M-V def2-TZVPD RIJCOSX def2/J DEFGRID3
* xyz 0 1
O -1.528 0.185 1.281
C -0.387 -0.030 0.997
C 0.077 -0.427 -0.449
N 0.123 0.816 -1.191
O 1.047 1.556 -1.059
H 0.447 0.120 1.570
H 1.007 -0.995 -0.388
H -0.786 -1.225 -0.763
*
```

---

Entry 4:
Here is a 3-piece molecular cluster, CH5O7P overall from OMol25. Energies are from ωB97M-V/def2-TZVPD.

Calculated values
Total energy   -24734.0095 eV
Gap between HOMO and LUMO   0.363 hartree
ΔE to the lowest compared entry with this formula, charge and spin   14.31 kcal per mole
Strongest force on any atom   0.1011 hartree/bohr
Structure (SMILES)   OOp1oo1.O=CO.O
E_LUMO   0.13 eV

Geometry as ORCA input:
```
! wB97M-V def2-TZVPD RIJCOSX def2/J DEFGRID3
* xyz 0 1
O -0.443 1.538 -0.795
O -1.437 0.927 -0.027
P -1.092 -0.642 0.345
O -2.573 -1.339 0.262
O -2.152 -0.836 1.546
H -0.460 0.965 -1.614
O 1.158 -0.065 1.692
C 1.876 0.738 1.207
O 3.166 0.859 1.412
H 1.587 1.295 0.254
H 3.507 0.429 2.244
O -0.945 -0.917 -2.094
H -0.395 -1.798 -2.141
H -1.797 -1.154 -2.290
*
```

---

Entry 5:
Here is C38H26BCl2FeN9OS2 as an isolated structure from OMol25. Energies are from ωB97M-V/def2-TZVPD.

Calculated values
Total energy   -137061.7813 eV
Gap between HOMO and LUMO (alpha / beta)   0.184 / 0.198 hartree
ΔE to the lowest compared entry with this formula, charge and spin   62.33 kcal per mole
Strongest force on any atom   0.0101 hartree/bohr
E_LUMO (alpha / beta)   -4.82 / -4.97 eV

Geometry as ORCA input:
```
! wB97M-V def2-TZVPD RIJCOSX def2/J DEFGRID3
* xyz 1 2
Fe -0.322 -0.269 -0.530
C 0.455 3.582 0.888
C 0.879 2.371 0.332
N -0.158 1.565 0.160
N -1.250 2.216 0.585
C -0.910 3.439 1.026
B -2.600 1.505 0.453
N -2.541 0.154 1.211
C -3.392 -0.327 2.129
C -3.072 -1.646 2.371
C -1.988 -1.894 1.527
N -1.681 -0.810 0.823
N -2.799 1.133 -1.029
C -3.796 1.431 -1.872
C -3.566 0.777 -3.065
C -2.374 0.087 -2.853
N -1.913 0.311 -1.625
H 1.053 4.440 1.138
H 1.870 2.053 0.049
H -1.662 4.115 1.398
H -3.494 2.182 0.870
H -4.158 0.306 2.544
H -3.542 -2.325 3.059
H -1.429 -2.808 1.436
H -4.599 2.076 -1.559
H -4.172 0.791 -3.953
H -1.865 -0.564 -3.544
S 4.173 -5.606 -0.231
C 4.929 -5.740 -1.754
C 4.755 -4.619 -2.510
C 3.983 -3.638 -1.845
C 3.587 -4.023 -0.589
C 2.802 -3.273 0.376
C 1.788 -2.314 -0.133
N 1.213 -1.315 0.760
C 1.428 -1.460 2.058
C 2.285 -2.498 2.590
C 2.549 -2.610 3.974
C 2.004 -1.755 4.873
C 1.101 -0.739 4.429
C 0.480 0.109 5.354
C -0.446 1.039 4.933
C -0.712 1.061 3.551
N -0.117 0.300 2.664
C 0.790 -0.592 3.063
C -1.133 1.948 5.851
C -1.041 2.000 7.215
C -1.845 3.015 7.790
C -2.536 3.721 6.854
S -2.215 3.161 5.274
C 2.966 -3.377 1.711
H 5.468 -6.637 -2.012
H 5.166 -4.499 -3.501
H 3.750 -2.676 -2.281
H 2.220 -1.781 -0.986
H 3.216 -3.398 4.299
H 2.225 -1.838 5.929
H 0.734 0.007 6.401
H -1.463 1.740 3.161
H -0.422 1.334 7.799
H -1.907 3.210 8.850
H -3.216 4.542 7.009
H 3.688 -4.066 2.132
Cl 1.039 1.385 -5.098
C 0.915 -0.229 -4.550
C 1.116 -1.299 -5.345
C 1.076 -2.660 -4.847
Cl 1.508 -3.890 -5.970
C 0.748 -2.962 -3.568
C 0.781 -4.257 -2.918
C 0.731 -4.297 -1.587
C 0.491 -3.074 -0.768
N -0.022 -1.943 -1.500
C 0.358 -1.848 -2.731
C 0.626 -0.454 -3.145
O 0.713 0.382 -2.248
H 1.362 -1.158 -6.389
H 0.923 -5.150 -3.510
H 0.840 -5.233 -1.056
H -0.139 -3.303 0.084
*
```

---

Entry 6:
Here is a 2-piece molecular cluster, C3H12N3O overall from OMol25. Energies are from ωB97M-V/def2-TZVPD.

Calculated values
Total energy   -9818.6895 eV
Gap between HOMO and LUMO   0.422 hartree
ΔE to the lowest compared entry with this formula, charge and spin   2.85 kcal per mole
Strongest force on any atom   0.0095 hartree/bohr
E_LUMO   -2.75 eV

Geometry as ORCA input:
```
! wB97M-V def2-TZVPD RIJCOSX def2/J DEFGRID3
* xyz 1 1
C 1.842 0.087 0.927
N 1.021 1.211 0.401
C 1.384 1.602 -0.998
H 1.542 -0.114 1.955
H 1.653 -0.792 0.328
H 2.892 0.355 0.894
H 1.121 2.015 1.021
H 0.011 0.907 0.407
H 2.423 1.916 -1.025
H 0.746 2.425 -1.299
H 1.201 0.751 -1.638
N -2.126 -1.096 -1.265
C -1.818 -0.848 0.030
N -1.956 -1.881 0.890
O -1.474 0.280 0.413
H -2.270 -0.303 -1.867
H -2.582 -1.943 -1.550
H -1.996 -2.826 0.551
H -1.612 -1.746 1.825
*
```

---

Entry 7:
Here is one molecule with the formula C19H19FN2O3 from OMol25. Energies are from ωB97M-V/def2-TZVPD.

Calculated values
Total energy   -31852.5433 eV
Gap between HOMO and LUMO   0.333 hartree
ΔE to the lowest compared entry with this formula, charge and spin   2.79 kcal per mole
Strongest force on any atom   0.0150 hartree/bohr
Structure (SMILES)   CCOc1cccc2c1O[C@]1(C)C[C@H]2NC(=O)N1c1cccc(F)c1
E_LUMO   0.61 eV

Geometry as ORCA input:
```
! wB97M-V def2-TZVPD RIJCOSX def2/J DEFGRID3
* xyz 0 1
C -1.365 1.504 4.191
C -1.014 0.724 2.933
O 0.252 0.120 3.152
C 0.655 -0.946 2.410
C 1.598 -1.769 3.020
C 2.105 -2.882 2.379
C 1.652 -3.206 1.116
C 0.721 -2.398 0.479
C 0.238 -1.250 1.103
O -0.646 -0.395 0.486
C -0.920 -0.596 -0.896
C -2.213 0.169 -1.179
C -1.096 -2.087 -1.177
C 0.260 -2.727 -0.924
N 1.160 -2.181 -1.919
C 1.213 -0.845 -2.197
O 2.110 -0.371 -2.859
N 0.160 -0.083 -1.723
C 0.250 1.317 -1.945
C 0.320 2.204 -0.877
C 0.406 3.565 -1.107
C 0.439 4.059 -2.400
C 0.384 3.159 -3.448
F 0.408 3.630 -4.712
C 0.283 1.796 -3.248
H -2.322 2.002 4.060
H -0.599 2.248 4.390
H -1.425 0.834 5.044
H -1.769 -0.045 2.737
H -0.974 1.399 2.071
H 1.922 -1.500 4.012
H 2.838 -3.501 2.872
H 2.018 -4.087 0.609
H -2.422 0.156 -2.245
H -3.033 -0.301 -0.643
H -2.123 1.199 -0.846
H -1.405 -2.238 -2.211
H -1.852 -2.496 -0.506
H 0.223 -3.813 -1.060
H 2.019 -2.671 -2.110
H 0.313 1.822 0.132
H 0.460 4.247 -0.272
H 0.515 5.116 -2.600
H 0.255 1.122 -4.088
*
```

---

Entry 8:
Here is a 2-piece molecular cluster, C6H10O2 overall from OMol25. Energies are from ωB97M-V/def2-TZVPD.

Calculated values
Total energy   -10474.6090 eV
Gap between HOMO and LUMO   0.289 hartree
ΔE to the lowest compared entry with this formula, charge and spin   105.18 kcal per mole
Strongest force on any atom   0.0264 hartree/bohr
E_LUMO   0.16 eV

Geometry as ORCA input:
```
! wB97M-V def2-TZVPD RIJCOSX def2/J DEFGRID3
* xyz 0 1
C -0.650 -0.727 0.150
C -1.371 -0.073 1.175
C -1.150 -0.716 -1.266
C 1.200 0.411 -0.155
C -0.377 1.285 1.895
C 2.270 -0.388 -0.298
O 0.892 1.410 -1.051
O -0.785 2.029 2.681
H 1.439 1.322 -1.842
H -0.115 -1.623 0.441
H 0.813 0.806 0.897
H -1.526 -0.618 2.103
H -2.252 0.488 0.873
H -1.937 -1.466 -1.401
H -1.540 0.266 -1.535
H -0.349 -0.956 -1.968
H 2.481 -1.153 0.434
H 2.956 -0.297 -1.133
*
```

---

strongest force on any atom of number 5 (C38H26BCl2FeN9OS2)? 0.0101 hartree/bohr